103
Properties=species:S:1:pos:R:3 method="wB97M-V/def2-TZVPD" charge=+3 e_homo_ev="-16.35 / -16.36" spin_multiplicity=1 orbital_gap_ev="5.87 / 5.45"
Pb -0.32 0.17 0.01
C 0.25 1.95 4.37
C -0.59 0.83 3.75
C -1.57 1.39 2.73
C 0.33 -0.26 3.26
C 1.07 -1.08 4.10
C 1.78 -1.95 3.30
C 2.73 -2.96 3.91
C 4.05 -2.28 4.29
C 2.96 -4.28 3.20
N 1.49 -1.65 2.00
N 0.59 -0.60 1.99
B 1.90 -2.36 0.69
N 0.58 -3.07 0.06
N -0.60 -2.26 -0.17
C -1.56 -3.02 -0.60
C -1.05 -4.37 -0.69
C 0.33 -4.31 -0.25
C 1.13 -5.57 -0.24
C 0.60 -6.48 0.89
C 2.65 -5.49 -0.26
C -2.96 -2.64 -0.91
C -3.23 -1.15 -1.01
C -3.89 -3.32 0.12
N 2.48 -1.38 -0.38
N 1.65 -0.48 -1.01
C 2.32 0.05 -2.05
C 3.59 -0.50 -2.07
C 3.68 -1.39 -1.02
C 4.96 -2.13 -0.73
C 5.29 -3.09 -1.88
C 5.13 -2.81 0.62
C 1.79 1.02 -3.08
C 2.04 0.43 -4.48
C 0.33 1.40 -2.94
H -0.38 2.78 4.67
H 0.79 1.60 5.26
H 1.00 2.30 3.66
H -1.18 0.37 4.55
H -1.06 2.03 2.00
H -2.12 0.61 2.21
H -2.31 2.01 3.23
H 1.08 -1.06 5.18
H 2.23 -3.20 4.86
H 4.62 -1.99 3.40
H 3.89 -1.39 4.89
H 4.66 -2.97 4.87
H 3.71 -4.20 2.42
H 3.32 -5.01 3.92
H 2.04 -4.67 2.76
H 2.67 -3.21 0.91
H -1.58 -5.24 -1.04
H 0.82 -6.05 -1.17
H 0.79 -6.04 1.87
H -0.47 -6.66 0.81
H 1.11 -7.43 0.84
H 3.06 -5.31 0.73
H 3.04 -6.45 -0.61
H 3.01 -4.72 -0.94
H -3.18 -3.10 -1.89
H -3.14 -0.67 -0.03
H -2.58 -0.65 -1.73
H -4.26 -0.99 -1.34
H -3.69 -2.93 1.12
H -4.92 -3.11 -0.14
H -3.76 -4.40 0.15
H 4.39 -0.26 -2.76
H 5.71 -1.33 -0.78
H 4.55 -3.88 -1.97
H 5.35 -2.58 -2.84
H 6.26 -3.56 -1.69
H 4.68 -3.80 0.63
H 6.19 -2.94 0.83
H 4.70 -2.21 1.43
H 2.40 1.93 -3.00
H 1.50 -0.51 -4.60
H 1.68 1.13 -5.24
H 3.10 0.25 -4.67
H -0.32 0.53 -3.01
H 0.12 1.94 -2.01
H 0.04 2.08 -3.75
C 2.88 6.29 0.82
N 1.63 6.01 1.54
C 0.45 6.65 0.91
N 0.26 6.07 -0.41
C 1.49 6.28 -1.17
N 2.64 5.67 -0.47
C 2.61 4.23 -0.48
P 1.12 3.54 0.43
C 1.43 4.65 1.94
C -0.14 4.67 -0.37
H 3.73 5.85 1.33
H 3.01 7.37 0.71
H 0.63 7.72 0.83
H -0.42 6.47 1.53
H 1.67 7.35 -1.27
H 1.39 5.84 -2.16
H 3.53 3.83 -0.04
H 2.55 3.88 -1.51
H 2.30 4.28 2.48
H 0.55 4.58 2.58
H -1.09 4.58 0.16
H -0.31 4.32 -1.39